(1)
Entry from OMol25: C61H37Cl4N8Ti as an isolated structure (the ωB97M-V functional and the def2-TZVPD basis).

Values from the calculation:
LUMO energy, eV: 1.368
E, Ha: -5475.16815
Net charge: -1
ΔE to the lowest compared entry with this formula, charge and spin, kcal/mol: 0.0
Gap between HOMO and LUMO, eV: 4.9

The geometry in XYZ format:
```
111
Properties=species:S:1:pos:R:3:forces:R:3
Ti -0.156 0.099 -0.346 0.7 0.5 0.4
Cl -6.317 -3.622 -6.492 0.0 0.0 0.0
C -5.222 -3.051 -5.256 0.0 0.0 0.0
C -4.845 -3.908 -4.236 0.0 0.0 0.0
C -3.973 -3.449 -3.259 0.0 0.0 0.0
C -3.480 -2.149 -3.295 0.0 0.0 0.0
C -3.881 -1.306 -4.326 0.0 0.0 0.0
C -4.749 -1.752 -5.312 0.0 0.0 0.0
C -2.556 -1.628 -2.248 -0.1 0.0 0.0
C -1.267 -2.168 -2.192 0.2 0.1 0.2
C -0.790 -3.201 -3.028 0.0 0.0 -0.1
C 0.545 -3.350 -2.780 0.1 -0.1 0.0
C 0.908 -2.365 -1.816 0.0 0.0 -0.1
C 2.297 -2.047 -1.544 -0.1 -0.2 -0.1
C 3.299 -2.998 -2.104 0.0 0.0 0.0
C 4.152 -2.635 -3.143 0.0 0.0 0.0
C 5.097 -3.520 -3.648 0.0 0.0 0.0
C 5.175 -4.793 -3.116 0.0 0.0 0.0
Cl 6.354 -5.919 -3.748 0.0 0.0 0.0
C 4.334 -5.192 -2.091 0.0 0.0 0.0
C 3.405 -4.292 -1.593 0.0 0.0 0.0
C 2.765 -0.955 -0.866 0.1 0.1 0.1
N 2.000 -0.032 -0.218 0.1 -0.1 0.0
C 2.832 0.639 0.691 0.1 -0.1 -0.2
C 2.504 1.266 1.863 -0.1 0.3 0.2
C 3.513 2.007 2.640 0.0 -0.1 0.0
C 3.641 1.850 4.024 0.0 0.1 0.0
C 4.582 2.559 4.755 0.0 0.0 0.0
C 5.419 3.443 4.100 0.0 0.0 0.0
Cl 6.612 4.334 5.011 0.0 0.0 0.0
C 5.316 3.634 2.733 0.0 0.0 -0.1
C 4.362 2.926 2.019 0.0 0.1 0.0
C 1.024 1.308 2.276 0.0 0.2 0.1
C 0.329 1.289 3.666 0.1 -0.1 -0.1
C -0.989 1.043 3.621 -0.1 0.0 -0.1
C -1.641 0.676 2.330 0.3 0.1 0.1
N -0.822 0.027 1.464 0.0 -0.3 0.2
C -2.867 0.967 1.816 -0.4 0.0 -0.1
C -3.202 0.459 0.480 0.1 0.1 0.2
C -4.527 0.381 -0.053 -0.1 0.0 0.0
C -4.448 -0.311 -1.231 0.0 0.0 0.1
C -3.076 -0.653 -1.406 0.0 -0.1 0.0
N -2.339 -0.128 -0.369 0.0 0.0 -0.2
C -3.882 1.740 2.568 0.0 0.0 0.0
C -4.321 1.338 3.828 0.0 0.0 0.0
C -5.255 2.079 4.538 0.0 0.0 0.0
C -5.768 3.232 3.973 0.0 0.0 0.0
Cl -6.953 4.167 4.854 0.0 0.0 0.0
C -5.361 3.653 2.718 0.0 0.0 0.0
C -4.421 2.906 2.027 0.0 0.1 -0.1
C 4.225 0.279 0.352 -0.1 0.1 0.2
C 4.184 -0.703 -0.547 -0.1 -0.1 -0.1
N -0.198 -1.691 -1.407 0.1 -0.7 -0.3
H -5.234 -4.916 -4.204 0.0 0.0 0.0
H -3.679 -4.106 -2.450 0.0 0.0 0.0
H -3.490 -0.296 -4.359 0.0 0.0 0.0
H -5.054 -1.099 -6.119 0.0 0.0 0.0
H -1.374 -3.735 -3.760 0.0 0.0 0.0
H 1.226 -4.031 -3.263 0.0 0.0 0.0
H 4.072 -1.639 -3.563 0.0 0.0 0.0
H 5.757 -3.228 -4.454 0.0 0.0 0.0
H 4.413 -6.192 -1.685 0.0 0.0 0.0
H 2.748 -4.588 -0.783 0.0 0.0 0.0
H 3.005 1.151 4.550 0.0 0.0 0.0
H 4.671 2.421 5.824 0.0 0.0 0.0
H 5.959 4.348 2.238 0.0 0.0 0.0
H 4.241 3.109 0.958 0.0 0.0 0.0
H 0.814 1.553 4.596 0.0 0.0 0.0
H -1.590 1.126 4.516 0.0 0.0 0.0
H -5.419 0.752 0.427 0.0 0.0 0.0
H -5.264 -0.608 -1.871 0.0 0.0 0.0
H -3.938 0.418 4.252 0.0 0.0 0.0
H -5.591 1.759 5.515 0.0 0.0 0.0
H -5.769 4.561 2.293 0.0 0.0 0.0
H -4.081 3.237 1.052 0.0 0.0 0.0
H 5.101 0.661 0.852 0.0 0.0 0.0
H 5.021 -1.266 -0.928 0.0 0.0 0.0
C 2.051 -3.696 3.023 0.0 0.0 0.0
C 0.951 -3.610 2.182 0.0 0.0 0.0
C 0.445 -2.377 1.802 -0.1 -0.1 0.0
C 1.043 -1.203 2.245 0.0 0.2 0.0
C 2.130 -1.286 3.108 0.0 0.0 0.1
C 2.627 -2.525 3.489 0.0 0.0 0.0
N 0.517 0.050 1.736 -0.3 -0.3 -0.2
C 0.520 2.681 1.724 0.2 -0.1 0.1
C 0.856 3.732 2.584 0.0 0.0 0.0
C 0.575 5.055 2.305 0.0 0.0 -0.1
C -0.080 5.349 1.115 0.0 0.0 0.0
C -0.422 4.337 0.246 0.0 0.0 0.0
C -0.133 2.984 0.523 -0.1 -0.2 -0.1
N -0.462 2.006 -0.395 -0.3 0.5 -0.3
N -1.182 2.518 -1.493 0.2 0.0 0.3
C -0.956 1.800 -2.550 0.0 0.0 -0.2
C -1.626 2.106 -3.793 0.2 0.0 0.1
C -1.275 1.435 -4.912 0.1 -0.1 -0.1
C -0.280 0.413 -4.850 -0.1 0.1 0.0
C 0.241 0.105 -3.631 0.1 0.0 0.2
N -0.080 0.738 -2.475 -0.7 0.0 0.0
H 2.449 -4.660 3.313 0.0 0.0 0.0
H 0.474 -4.508 1.810 0.0 0.0 0.0
H -0.419 -2.332 1.154 0.0 0.0 0.0
H 2.611 -0.399 3.484 0.0 -0.1 0.0
H 3.478 -2.564 4.158 0.0 0.0 0.0
H 1.363 3.507 3.514 0.0 0.0 0.0
H 0.858 5.831 3.004 0.0 0.0 0.0
H -0.321 6.374 0.860 0.0 0.0 0.0
H -0.927 4.545 -0.684 0.0 0.0 0.0
H -2.376 2.885 -3.784 0.0 0.0 0.0
H -1.754 1.667 -5.858 0.0 0.0 0.0
H 0.026 -0.139 -5.727 0.0 0.0 0.0
H 0.962 -0.698 -3.539 0.0 0.0 0.0
```
Positions in Å, forces in eV/Å.


(2)
Entry from OMol25: C61H43BrKN8O2 as an isolated structure (the ωB97M-V functional and the def2-TZVPD basis).

Values from the calculation:
LUMO energy (alpha / beta), eV: 1.765 / 1.767
E, Ha: -6112.89725
Net charge: -1
ΔE to the lowest compared entry with this formula, charge and spin, kcal/mol: 0.0
Gap between HOMO and LUMO (alpha / beta), eV: 5.3 / 5.3

The geometry in XYZ format:
```
116
Properties=species:S:1:pos:R:3:forces:R:3
K 14.257 15.148 12.833 -0.3 -0.3 0.1
C 18.424 9.611 15.432 0.1 -0.4 0.4
C 19.253 10.308 14.568 0.0 -0.1 0.2
C 18.745 11.272 13.701 0.2 -0.4 0.4
C 17.395 11.520 13.705 -1.3 -0.4 -0.2
C 16.548 10.771 14.552 0.2 0.7 -0.3
C 17.056 9.846 15.431 -0.1 -0.4 0.2
C 16.779 12.542 12.813 0.3 0.3 0.4
C 17.268 13.852 12.995 -0.8 -0.1 -0.5
C 18.224 14.312 14.027 0.3 -0.8 0.3
C 18.266 15.654 13.966 -0.1 0.6 -0.1
C 17.364 16.022 12.869 -0.8 0.2 -0.3
N 16.790 14.935 12.315 0.7 -0.2 0.3
C 17.008 17.330 12.520 0.6 1.2 0.1
C 16.010 17.748 11.596 -0.7 -0.8 0.0
C 15.954 19.043 10.933 1.3 -0.1 0.9
C 14.853 19.054 10.211 -1.7 0.1 -0.7
C 14.154 17.765 10.399 0.8 0.7 0.4
C 12.950 17.423 9.802 -0.3 -1.4 -0.3
C 12.135 18.475 9.128 -1.0 -0.6 1.0
C 10.781 18.608 9.522 0.5 -0.5 0.2
C 9.937 19.452 8.866 -0.6 1.2 -0.7
C 10.415 20.306 7.865 0.2 -0.1 0.3
C 11.741 20.215 7.487 -0.3 -0.6 0.7
C 12.571 19.273 8.111 0.7 0.3 -1.2
C 12.423 16.053 9.644 0.1 0.9 0.0
N 12.966 14.959 10.188 1.0 -0.1 0.7
C 12.409 13.848 9.629 0.4 0.0 0.2
C 12.920 12.509 9.786 -0.8 0.3 -0.7
C 12.091 11.484 9.042 0.7 -0.5 0.7
C 11.532 10.478 9.842 -0.2 0.3 -0.8
C 10.694 9.516 9.284 -0.5 0.0 0.2
C 10.413 9.546 7.926 0.8 0.3 -1.3
C 11.036 10.508 7.086 0.0 -0.2 1.8
C 11.886 11.467 7.659 -1.1 -0.9 0.5
C 14.026 12.041 10.532 0.1 -0.1 0.0
C 14.680 10.706 10.457 -1.1 1.7 -0.1
C 15.699 10.766 11.336 0.3 -1.2 -0.2
C 15.731 12.077 11.923 -0.3 1.0 0.0
N 14.704 12.814 11.435 0.6 -0.1 0.3
C 11.332 14.288 8.774 0.5 0.5 -0.4
C 11.382 15.657 8.708 -0.4 -0.2 0.5
N 14.927 17.039 11.268 -0.2 -0.6 -0.5
C 17.584 18.484 13.285 -0.9 -0.6 0.2
C 16.662 19.394 13.819 0.0 0.4 0.5
C 17.053 20.367 14.727 0.7 0.1 -0.2
C 18.404 20.498 15.064 -0.4 0.5 0.5
C 19.321 19.641 14.503 0.6 0.1 0.6
C 18.898 18.620 13.670 1.7 -0.4 -0.8
H 18.822 8.861 16.125 0.0 0.3 -0.3
H 20.293 10.053 14.594 0.5 0.1 -0.2
H 19.341 11.842 13.012 0.4 0.0 -0.1
H 15.498 11.009 14.522 -0.3 -0.1 0.0
H 16.414 9.268 16.105 0.1 0.3 -0.3
H 18.786 13.661 14.698 -0.2 0.3 -0.1
H 18.771 16.404 14.584 -0.1 -0.8 -0.2
H 16.694 19.813 11.044 0.1 0.2 -0.1
H 14.499 19.868 9.620 -0.1 0.3 -0.3
H 10.389 18.014 10.334 0.1 -0.3 0.0
H 8.873 19.537 9.074 0.2 -0.3 0.4
H 9.742 21.050 7.452 0.1 -0.1 -0.2
H 12.120 20.830 6.708 0.3 0.4 -0.5
H 13.583 19.099 7.737 -0.3 0.3 0.1
H 11.730 10.532 10.900 0.0 -0.2 0.1
H 10.165 8.807 9.926 0.4 0.1 -0.2
H 9.808 8.785 7.422 0.0 0.3 0.5
H 10.815 10.528 6.037 0.0 0.0 -0.4
H 12.288 12.242 7.066 0.6 0.7 -0.6
H 14.410 9.934 9.767 0.0 -0.4 -0.1
H 16.376 9.932 11.450 0.3 0.2 0.4
H 10.680 13.682 8.200 -0.5 -0.5 -0.3
H 10.707 16.280 8.117 0.4 -0.2 0.3
H 15.615 19.281 13.576 0.0 0.0 0.0
H 16.361 21.052 15.185 -0.4 0.0 0.0
H 18.741 21.254 15.793 -0.3 -0.3 -0.5
H 20.371 19.774 14.797 -0.4 -0.3 -0.4
H 19.666 17.943 13.251 -0.6 0.4 0.2
C 11.786 17.833 13.368 0.5 0.0 -0.1
O 11.742 16.451 13.013 -0.5 0.3 0.1
C 10.532 15.929 12.666 0.8 0.0 0.1
C 9.382 16.648 12.510 -0.7 1.1 0.0
C 8.229 15.975 12.141 -0.7 -0.3 -0.3
Br 6.622 16.997 11.770 0.6 -0.3 0.2
C 8.171 14.600 11.996 -0.1 1.3 -0.2
C 9.342 13.869 12.192 -0.4 1.2 0.5
C 10.508 14.549 12.474 0.8 -0.6 0.1
O 11.694 13.863 12.612 -0.3 0.0 0.2
C 9.204 12.444 12.226 1.3 -0.9 0.6
N 8.170 11.833 11.777 -1.0 -1.1 -0.8
C 8.441 10.483 11.944 0.3 0.4 0.0
C 7.795 9.356 11.476 0.8 -0.4 0.5
C 8.386 8.132 11.715 -0.1 -0.6 0.3
C 9.601 7.979 12.419 -0.6 0.3 -0.2
C 10.253 9.103 12.854 0.3 0.1 0.3
C 9.670 10.327 12.596 -0.3 -0.2 -0.1
N 10.133 11.581 12.793 0.1 1.2 -0.1
H 11.523 18.499 12.549 -0.2 -0.1 -0.3
H 12.839 18.025 13.592 -0.2 0.0 0.2
H 11.147 18.070 14.226 0.1 -0.2 0.0
H 9.342 17.728 12.659 0.1 -0.4 -0.1
H 7.248 14.153 11.667 0.0 -0.4 0.2
H 12.222 14.078 11.811 0.2 0.0 -0.1
H 6.922 9.421 10.898 -1.1 0.1 -0.6
H 7.853 7.252 11.383 0.1 -0.1 -0.1
H 10.036 7.018 12.631 -0.1 -0.3 -0.1
H 11.192 9.068 13.377 0.3 -0.2 0.1
H 11.032 11.852 13.164 -0.1 0.2 -0.2
N 15.563 14.804 16.177 0.4 -0.4 -0.7
C 15.310 14.337 17.409 0.1 0.1 0.2
C 14.333 15.140 17.938 -0.8 -0.1 1.4
C 14.038 16.063 16.907 -0.5 0.3 0.8
N 14.781 15.850 15.845 0.5 -0.2 -0.5
H 16.263 14.436 15.517 -0.5 0.5 0.3
H 15.852 13.515 17.846 0.0 0.0 -0.1
H 13.897 15.046 18.971 0.5 0.2 -1.5
H 13.319 16.887 16.933 0.3 -0.4 -0.1
```
Positions in Å, forces in eV/Å.


> What is the formula in the second record?

C61H43BrKN8O2


> The lowest E belongs to which entry?

C61H43BrKN8O2